The following is a DFT calculation (wB97M-V/def2-TZVPD) of C51H38BiBrF6N8O7S as an isolated structure in a non-equilibrium geometry.

Geometry as XYZ:
```
113
Properties=species:S:1:pos:R:3:forces:R:3:lowdin_charge:R:1
Bi -0.4616 0.5969 -0.5755 -1.1 -0.2 -0.7 1.952
Br -6.6910 -3.7766 -1.1352 0.0 0.0 0.0 0.657
S -3.9673 -5.8779 6.3997 0.0 0.1 0.0 0.386
F 2.7707 -2.2695 -0.8513 0.0 0.0 -0.2 0.130
F -0.9680 -4.1676 -0.6235 0.1 0.0 0.0 0.131
F 2.6757 -2.2608 -3.0181 0.0 0.2 0.0 0.115
F 0.8310 -3.6298 0.4608 -0.2 -0.2 -0.3 0.128
F 2.9150 -4.1196 -1.9654 -0.1 0.1 0.0 0.119
F 0.8538 -5.2934 -0.9290 -0.1 0.1 0.1 0.120
O -1.6183 2.1530 0.6877 0.4 -0.2 0.2 -0.242
O -4.5749 -6.9725 5.6575 0.0 0.0 0.1 -0.373
O -2.5355 -5.7396 6.2290 0.0 0.0 0.0 -0.374
O 1.4040 0.1292 2.4039 0.1 0.1 -0.1 0.039
O 0.1264 -1.8450 -1.6275 0.4 0.1 0.0 -0.317
O -4.4299 -5.7364 7.7699 0.0 0.0 0.0 -0.382
O 1.9005 -2.3716 2.4465 0.1 -0.1 0.0 0.072
N -3.9446 -3.7533 4.6863 0.1 0.0 0.0 0.167
N -2.3438 0.4507 -1.8091 0.5 -0.2 0.2 -0.152
N -5.9970 -4.2337 5.7577 0.0 0.0 0.1 0.112
N 1.3371 1.9978 0.8150 0.1 0.2 -0.1 -0.051
N -1.9981 -0.6456 1.2640 0.2 0.0 0.1 -0.023
N 2.7337 1.5316 -2.1295 -0.2 0.3 0.1 0.169
N 2.6127 1.3871 1.0231 0.2 0.3 -0.3 0.013
N -0.5376 2.4585 -1.8597 0.5 -0.2 -0.2 -0.129
C -2.2379 5.6146 1.3970 0.1 0.0 0.0 -0.096
C 5.0778 1.1277 -1.9058 0.5 -0.1 0.0 -0.028
C -4.6962 -4.4412 5.5358 -0.1 -0.1 -0.1 -0.345
C 2.2675 -2.9265 -1.9153 0.1 0.1 0.1 -0.539
C 2.5138 0.3186 1.8964 -0.1 -0.1 -0.1 -0.324
C -2.5892 1.5715 -2.6019 -0.1 0.2 0.0 -0.177
C -1.3421 3.3690 0.9977 -0.1 0.1 0.1 -0.359
C -4.6876 -0.2265 -1.9327 0.0 0.0 0.0 -0.044
C 5.4515 -2.6632 2.8712 0.0 0.0 0.0 -0.085
C 4.9277 -0.3522 2.5186 0.0 -0.1 0.0 -0.050
C -4.0890 -0.8761 2.3755 0.0 0.0 0.1 0.004
C 4.1282 -2.9903 2.6767 0.0 -0.1 0.0 0.001
C -5.3234 -2.4643 -1.3649 -0.1 -0.1 0.0 -0.712
C 3.7236 3.2108 -5.2627 0.1 0.0 0.0 -0.096
C 3.7634 1.4692 -1.3833 -0.5 -0.1 0.1 -0.203
C -3.0170 -1.8357 -1.3125 0.1 0.2 -0.1 -0.047
C -1.8264 3.7480 -3.4920 0.2 0.3 -0.1 -0.067
C -0.9874 6.0738 1.8444 0.0 0.1 0.0 -0.122
C 2.0859 1.5480 -5.7902 0.0 -0.1 -0.1 -0.081
C 3.7033 2.8031 -3.9383 -0.1 0.0 0.0 -0.045
C -2.3401 -2.4333 2.8119 -0.1 0.0 0.1 0.030
C 6.1413 1.7221 0.1842 0.1 0.2 0.2 -0.091
C 2.9103 2.5898 -6.1969 0.0 0.0 0.0 -0.106
C 0.3711 -4.0389 -0.7349 -0.1 0.0 0.1 -0.537
C 2.8681 1.7597 -3.5183 -0.1 0.1 -0.1 -0.267
C -0.0702 3.8533 1.4420 -0.1 0.0 0.0 -0.146
C 3.5968 -0.6563 2.2370 -0.1 0.0 -0.1 -0.044
C -6.5542 -3.2424 5.0830 0.1 0.0 0.0 -0.132
C 1.1243 3.0507 1.5094 0.0 0.1 -0.1 -0.083
C 0.7098 -3.0299 -1.8742 0.0 -0.2 0.1 -0.532
C -3.2349 -0.2204 1.5108 0.0 0.0 0.0 -0.134
C -2.4034 4.3192 0.9859 -0.1 0.1 0.0 -0.008
C -3.9952 -2.7954 -1.1374 0.0 0.1 0.0 -0.123
C 6.1863 1.1936 -1.1635 0.0 -0.1 -0.2 -0.058
C 3.6542 1.9392 0.0908 -0.1 -0.5 0.6 -0.138
C 0.0603 5.1900 1.8666 0.0 0.0 0.0 -0.072
C 0.3747 3.4635 -1.8704 -0.1 0.2 -0.1 -0.218
C 3.1768 -1.9959 2.4360 0.0 0.1 0.1 -0.257
C 0.2705 -3.6945 -3.1988 0.0 0.1 0.1 0.006
C -4.5128 -2.7600 4.0030 -0.1 0.0 0.2 -0.214
C -3.6458 -2.0109 3.0508 0.2 0.1 -0.1 -0.129
C -3.3318 -0.5168 -1.6932 -0.2 0.0 0.0 -0.314
C -0.9038 4.7311 -3.4591 -0.1 -0.1 -0.1 -0.124
C 0.2515 4.5961 -2.6117 0.1 -0.1 0.1 -0.116
C 5.8505 -1.3308 2.8355 0.1 0.1 0.0 -0.102
C -1.5639 -1.7326 1.9045 0.0 0.0 0.0 -0.105
C 4.9913 2.0656 0.7562 0.0 0.2 -0.1 -0.075
C -1.6842 2.5737 -2.6627 -0.2 -0.2 0.2 -0.323
C -5.6722 -1.1925 -1.7714 0.0 0.0 0.0 -0.158
C -5.8538 -2.4519 4.1872 0.0 0.1 -0.1 -0.008
C 2.0632 1.1305 -4.4714 0.1 -0.2 0.4 -0.004
H 1.0098 5.3665 -2.5662 0.0 0.0 0.0 0.076
H -1.9613 -3.2989 3.3396 0.0 0.0 -0.1 0.122
H 1.3585 -1.5548 2.4662 0.0 0.0 0.0 0.065
H -1.0199 5.6196 -4.0702 0.0 0.0 0.0 0.084
H -3.0827 6.2951 1.3798 0.0 0.0 0.0 0.096
H -5.0893 -0.4900 2.5175 0.0 0.0 0.0 0.101
H -2.6944 3.8127 -4.1384 0.0 0.0 0.0 0.098
H -6.7108 -0.9501 -1.9589 0.0 0.0 0.0 0.088
H 3.3096 2.9718 -0.0119 -0.1 0.0 -0.1 0.149
H 4.3750 4.0243 -5.5598 0.0 0.0 0.0 0.096
H -3.7214 -3.7960 -0.8264 0.0 0.0 0.0 0.100
H 4.9775 2.5570 1.7219 0.0 -0.2 0.1 0.116
H 5.2494 0.6698 2.5225 0.0 0.1 0.0 0.075
H 3.7728 -4.0104 2.7504 0.0 0.0 0.0 0.125
H -0.5554 -2.0600 1.6701 -0.1 0.0 0.0 0.091
H 1.4491 1.0472 -6.5097 0.0 0.0 0.0 0.103
H 1.0385 5.5260 2.1988 0.0 0.0 0.0 0.101
H 1.4501 0.2962 -4.1658 -0.2 0.0 0.1 0.113
H -1.9727 -2.0924 -1.1937 0.0 0.0 0.0 0.063
H 5.1206 0.7861 -2.9299 -0.1 -0.2 0.0 0.120
H 6.1699 -3.4396 3.1051 0.0 0.0 0.0 0.101
H 7.1363 0.8836 -1.5803 0.0 0.0 0.0 0.104
H 2.9145 2.9174 -7.2295 0.0 0.0 0.0 0.093
H -3.4727 1.6088 -3.2270 0.1 -0.1 0.0 0.093
H -3.5371 0.6808 0.9906 0.0 -0.1 0.0 0.106
H 7.0704 1.8491 0.7280 0.0 0.1 0.0 0.107
H -7.6117 -3.0716 5.2654 0.0 0.0 0.0 0.101
H -0.8064 -3.8547 -3.1583 0.0 0.0 0.0 0.088
H 1.9136 3.4223 2.1716 0.0 0.0 0.0 0.139
H -3.3631 3.9628 0.6301 0.0 0.0 0.0 0.114
H 0.4940 -3.0068 -4.0133 0.0 0.0 0.0 0.083
H 1.2371 3.3088 -1.2361 -0.1 0.0 -0.1 0.067
H -0.8531 7.1012 2.1574 0.0 0.0 0.0 0.085
H -4.9864 0.7732 -2.2201 0.0 0.0 0.1 0.090
H 6.8727 -1.0511 3.0598 0.0 0.0 0.0 0.092
H 0.7820 -4.6444 -3.3614 0.0 0.0 -0.1 0.083
H -6.3439 -1.6455 3.6611 0.0 -0.1 0.0 0.093
H 4.3067 3.3202 -3.2009 0.0 0.0 0.0 0.114
```
Positions in Å, forces in eV/Å.

Relative energy (zero: lowest compared OMol25 entry of this formula, charge and spin) ... 3.626 eV
HOMO energy ... -1.53 eV
Largest force on an atom ... 0.0257 hartree/bohr
Charge ... -2

---

The following is a DFT calculation (wB97M-V/def2-TZVPD) of C41H33MoN5O4S5 as an isolated structure.

Geometry as XYZ:
```
89
Properties=species:S:1:pos:R:3:forces:R:3:lowdin_charge:R:1
Mo 0.2673 -0.6406 -0.6853 -0.2 0.3 0.0 1.130
S -1.2683 3.4733 1.5952 0.0 0.0 0.0 1.082
S -3.6670 -5.8377 2.4665 0.0 0.0 0.0 1.047
S -1.2469 1.8819 -4.5231 0.0 0.0 0.0 1.099
S 0.7977 -2.3698 -1.9441 0.2 -0.1 -0.1 0.051
S 5.1126 2.1183 0.9612 0.0 0.0 0.0 1.070
O 2.2465 0.6256 -3.5673 -0.1 0.0 0.0 0.071
O 2.5606 7.5081 -1.4158 0.1 -0.1 -0.2 0.068
O 1.7189 0.7424 -1.3820 -0.1 -0.1 0.2 -0.278
O 2.9211 7.4788 -3.5427 0.0 -0.1 0.3 0.073
N -0.3135 1.5037 0.3153 -0.1 -0.1 0.1 -0.002
N 2.7073 6.9279 -2.4778 -0.2 0.3 -0.1 -0.351
N -0.2724 -2.3774 0.7548 0.0 0.1 0.0 -0.039
N 1.8857 -0.8782 0.8961 -0.2 0.0 -0.2 0.018
N -0.6736 0.6276 -2.4013 0.1 -0.1 0.1 -0.039
C 2.0941 1.2291 -2.5238 0.0 -0.2 -0.1 -0.577
C -3.0588 -0.5639 -0.3039 0.0 0.1 0.0 -0.112
C -0.9587 1.9298 -2.0283 0.1 0.0 0.0 -0.329
C -5.2305 -1.1428 -1.3038 0.0 0.0 0.0 -0.052
C 5.1131 0.6724 1.9010 0.0 0.1 0.0 -0.479
C 2.5560 3.4062 -3.6732 0.0 0.0 0.0 0.007
C -1.8537 -0.6206 -0.4403 0.3 0.0 0.0 -0.152
C 1.2565 -3.7503 3.8299 0.0 0.0 0.1 -0.010
C -3.4030 -5.2646 -0.0035 0.0 0.0 0.0 -0.116
C 1.7137 -1.7941 1.8774 0.1 0.1 0.0 -0.167
C 3.7504 -1.1340 2.9468 0.0 0.0 0.1 0.059
C 2.2034 3.4387 -1.2922 0.0 0.0 0.0 -0.019
C -1.2666 2.7556 -3.0572 0.0 -0.1 0.0 -0.331
C 2.6866 4.7838 -3.6813 0.0 0.0 0.0 0.015
C -4.9128 -1.1827 1.1795 0.0 0.0 0.0 -0.050
C 6.7009 2.5111 1.4447 0.0 0.0 0.0 -0.405
C 2.3092 2.7297 -2.4841 0.0 0.1 0.0 -0.110
C 2.6230 -1.9622 2.9274 0.0 0.0 -0.1 -0.128
C 0.0846 1.3132 2.7558 0.0 -0.1 0.0 -0.053
C -0.8040 -4.4196 2.5742 0.0 0.0 0.0 0.038
C 3.9436 -0.2114 1.9412 -0.1 0.0 -0.1 -0.179
C -0.5884 -0.8176 -4.4360 0.0 0.0 0.0 -0.121
C -4.9222 1.0053 -0.0484 0.0 0.0 0.0 -0.055
C -1.6157 -4.2277 1.4775 0.0 0.0 0.0 -0.177
C 0.3217 -3.6033 2.7513 -0.1 0.0 -0.1 -0.125
C -4.5168 -0.4729 -0.1229 0.0 0.0 0.0 -0.631
C -0.7966 0.4478 -3.6877 0.0 0.1 0.0 -0.602
C -0.9246 2.3205 -0.6151 0.0 0.0 -0.1 -0.339
C -0.4271 1.9758 1.5220 0.0 0.0 -0.1 -0.614
C 7.2168 1.5778 2.2898 0.0 0.0 0.0 -0.179
C -2.8071 -5.0381 1.2059 0.0 0.0 0.0 -0.493
C 2.3416 4.8169 -1.2794 0.0 0.0 0.0 0.014
C 0.5487 -2.6041 1.7988 -0.1 -0.1 0.0 -0.154
C -4.8170 -6.4696 1.3716 0.1 0.0 0.0 -0.413
C -4.5537 -6.0884 0.0927 0.0 0.0 0.0 -0.177
C -1.4906 3.4392 -0.0975 0.0 -0.1 0.0 -0.333
C 2.9714 -0.1266 0.9273 0.0 0.0 0.0 -0.059
C 2.3517 -2.9648 3.9184 0.0 0.0 0.0 -0.013
C 6.3061 0.5233 2.5517 0.0 0.0 0.0 -0.120
C -1.2975 -3.1846 0.5864 0.0 0.0 0.0 -0.089
C 2.5756 5.4637 -2.4795 0.1 -0.1 0.0 -0.148
H -4.6303 1.5268 -0.9615 0.0 0.0 0.0 0.082
H -6.3136 -1.0686 -1.1805 0.0 0.0 0.0 0.083
H 3.0528 -3.0837 4.7347 0.0 0.0 0.0 0.117
H -5.6240 -7.0873 1.7275 0.0 0.0 0.0 0.065
H 0.3780 0.2945 2.5178 0.0 0.0 0.0 0.056
H 0.9466 1.8448 3.1618 0.0 0.0 0.0 0.088
H -6.0034 1.0980 0.0770 0.0 0.0 0.0 0.082
H -4.6381 -2.2383 1.1394 0.0 0.0 0.0 0.074
H -1.9175 -2.9816 -0.2744 0.0 0.0 0.0 0.090
H 2.6348 2.8295 -4.5848 0.0 0.0 0.0 0.124
H -5.1566 -6.3840 -0.7525 0.0 0.0 0.0 0.104
H -4.9533 -0.6659 -2.2444 0.0 0.0 0.0 0.084
H 6.5396 -0.3243 3.1793 0.0 0.0 0.0 0.111
H -5.9920 -1.1133 1.3355 0.0 0.0 0.0 0.083
H -2.0459 4.2015 -0.6151 0.0 0.0 0.0 0.082
H -1.4841 3.8084 -3.0166 0.0 0.0 0.0 0.082
H 1.0654 -4.5134 4.5740 0.0 0.0 0.0 0.118
H -4.4076 -0.7297 2.0335 0.0 0.0 0.0 0.084
H 8.2123 1.6349 2.7031 0.0 0.0 0.0 0.104
H 0.4746 -1.0597 -4.4259 0.0 0.0 0.0 0.048
H -1.1156 -1.6314 -3.9416 0.0 0.0 0.0 0.054
H -0.9382 -0.7118 -5.4622 0.0 0.0 0.0 0.072
H 3.0664 0.5717 0.1047 0.0 0.0 0.1 0.084
H 2.2636 5.3906 -0.3673 0.0 0.0 0.0 0.119
H -4.9625 -2.1985 -1.3647 0.0 0.0 0.0 0.077
H 1.9908 2.9004 -0.3783 0.0 0.0 0.0 0.102
H -0.6876 1.2796 3.5240 0.0 0.0 0.0 0.084
H 7.1750 3.4056 1.0777 0.0 0.0 0.0 0.068
H 2.8696 5.3351 -4.5917 0.0 0.0 0.0 0.119
H 4.4584 -1.2201 3.7619 0.0 0.0 0.0 0.127
H -4.4293 1.4943 0.7937 0.0 0.0 0.0 0.078
H -1.0099 -5.2092 3.2877 0.0 0.0 0.0 0.114
H -3.0174 -4.8750 -0.9345 0.0 0.0 0.0 0.119
```
Positions in Å, forces in eV/Å.

Relative energy (zero: lowest compared OMol25 entry of this formula, charge and spin) ... 0.020 eV
HOMO energy (spin up / spin down) ... -6.04 / -7.16 eV
⟨S²⟩ ... 2.02
Largest force on an atom ... 0.0075 hartree/bohr
Multiplicity ... 3

---

The following is a DFT calculation (wB97M-V/def2-TZVPD) of one molecule with the formula C5H10O2.

Geometry as XYZ:
```
17
Properties=species:S:1:pos:R:3:forces:R:3:lowdin_charge:R:1
O -2.4044 -2.1769 -0.6612 0.3 0.0 0.3 0.051
O -1.4970 0.5593 0.1002 -0.2 0.1 -0.1 -0.028
C 1.3022 2.0193 0.4350 0.0 0.1 0.0 -0.104
C 0.8577 0.8470 -0.4357 0.1 -0.1 0.0 -0.213
C -0.2119 -0.0084 0.2566 0.3 -0.2 0.1 -0.410
C -1.4501 -2.1759 0.0824 -0.2 0.0 -0.2 -0.253
C -0.1704 -1.4606 -0.2596 0.0 -0.1 -0.1 -0.113
H 1.7303 0.2312 -0.6879 -0.1 0.0 0.1 0.111
H 0.4475 2.5043 0.9159 0.0 0.0 -0.1 0.077
H -1.9211 0.1537 -0.6677 0.0 0.1 0.0 0.088
H -1.5122 -2.6736 1.0678 0.0 0.0 0.0 0.129
H -0.0801 -1.4550 -1.3517 0.0 0.0 0.1 0.129
H 0.4289 1.1842 -1.3873 0.0 0.0 0.1 0.120
H 0.6972 -1.9802 0.1620 -0.1 0.1 0.0 0.124
H 1.8442 2.7799 -0.1333 -0.1 -0.1 0.0 0.070
H 1.9715 1.6629 1.2250 -0.1 0.1 0.0 0.074
H -0.0321 -0.0112 1.3395 0.0 0.0 -0.1 0.148
```
Positions in Å, forces in eV/Å.

Relative energy (zero: lowest compared OMol25 entry of this formula, charge and spin) ... 1.405 eV
HOMO energy ... -10.01 eV
Largest force on an atom ... 0.0080 hartree/bohr
SMILES string ... CC[C@@H](O)CC=O

---

The following is a DFT calculation (wB97M-V/def2-TZVPD) of a 2-piece molecular cluster, C3H13N2O overall in a non-equilibrium geometry.

Geometry as XYZ:
```
19
Properties=species:S:1:pos:R:3:forces:R:3:lowdin_charge:R:1
O 2.1383 -1.2589 0.5227 -0.2 1.0 2.6 -0.042
N 1.1257 1.2243 -0.1764 0.5 -4.2 0.5 0.219
N -2.3016 -0.1916 0.8059 -1.4 0.2 -0.9 0.037
C -0.4866 -0.2212 -1.5495 2.0 0.4 -0.2 -0.039
C -0.9297 -0.0431 0.8059 2.9 2.2 2.0 -0.297
C -0.2824 0.7577 -0.3774 -1.6 0.3 -0.9 -0.319
H 1.4932 0.6682 0.6022 0.6 -0.2 -0.3 0.129
H -0.4438 -0.9967 0.8205 0.6 -0.5 0.2 0.098
H -2.6617 -1.1044 0.6157 0.0 -0.3 0.0 0.096
H 2.6021 -1.8384 -0.0471 0.9 -1.1 -0.8 0.041
H -1.5626 -0.3444 -1.4808 0.0 -0.5 -0.7 0.076
H 1.2217 2.1440 0.0622 0.0 3.2 0.7 0.127
H -2.8101 0.2658 1.5251 -0.3 0.3 0.4 0.086
H -0.1292 0.1535 -2.5495 -0.7 -0.3 0.9 0.100
H 2.5059 -1.4023 1.4435 -0.5 0.0 -1.7 0.111
H 0.1043 -1.1923 -1.3041 -1.2 1.5 -0.4 0.114
H -0.5882 0.5594 1.7085 -0.4 -1.0 -0.4 0.143
H 1.6879 1.0409 -0.9950 0.3 -0.2 -0.2 0.167
H -0.6832 1.7793 -0.4324 -1.4 -0.8 -0.7 0.153
```
Positions in Å, forces in eV/Å.

Relative energy (zero: lowest compared OMol25 entry of this formula, charge and spin) ... 1.476 eV
HOMO energy ... -12.97 eV
Largest force on an atom ... 0.0826 hartree/bohr
Charge ... +1